# 1
Computed, not measured: 20 unconnected molecules or ions with the total composition H41O20 in a non-equilibrium geometry, with wB97M-V/def2-TZVPD.

Its net charge is +1. The gap between HOMO and LUMO is 11.11 eV. As for the calculated total energy: -41610.8360 eV. The LUMO energy is -2.29 eV. The relative energy (zero: lowest compared OMol25 entry of this formula, charge and spin) comes out at 95.2 kJ/mol. The value obtained for the strongest force on any atom is 0.0658 hartree/bohr.

Cartesian coordinates (Å):
1 O 1.601 -0.641 0.374
2 H 1.167 -1.372 -0.096
3 O 1.318 1.891 -0.362
4 H 1.861 1.232 0.074
5 H 1.300 1.960 -1.337
6 O 2.034 1.604 -3.057
7 H 2.061 1.923 -3.953
8 H 2.864 1.119 -2.853
9 O 1.384 -2.716 -2.552
10 H 0.524 -2.286 -2.473
11 H 1.490 -3.160 -3.376
12 O -1.578 -0.201 2.607
13 H -3.904 -2.369 1.408
14 H -1.573 0.250 3.449
15 O -3.349 -2.038 0.719
16 H -3.129 -3.030 -0.448
17 H -2.682 -1.498 1.177
18 O -2.908 -3.401 -1.391
19 H -2.476 -4.264 -1.172
20 H -2.185 -2.558 -1.765
21 O -1.175 2.772 -0.432
22 H -1.650 3.543 -0.074
23 H -0.354 2.480 0.055
24 O -0.616 0.006 -0.421
25 H -1.051 0.873 -0.640
26 H -0.669 -0.023 2.379
27 O -0.817 1.319 -2.933
28 H -0.030 1.763 -3.344
29 H -1.365 2.050 -2.611
30 O 3.988 1.002 0.824
31 H 4.641 1.517 0.349
32 H 3.570 1.637 1.440
33 O 2.465 3.112 1.501
34 H 2.624 3.821 2.161
35 H 1.951 3.438 0.744
36 O -1.443 -4.082 0.727
37 H -0.645 -4.591 0.991
38 H -1.727 -3.702 1.551
39 O 3.757 -0.052 -1.937
40 H 4.477 -0.706 -1.937
41 H 2.895 -0.452 -1.827
42 O -2.484 -0.468 -3.983
43 H -1.919 0.287 -3.734
44 H -3.413 -0.197 -3.886
45 O -0.619 2.601 4.349
46 H -0.381 2.969 5.174
47 H 0.271 2.550 3.881
48 O -2.380 4.149 1.959
49 H -2.639 4.862 2.539
50 H -2.034 3.474 2.587
51 O -1.105 -1.878 -2.284
52 H -1.011 -1.096 -1.656
53 H -1.519 -1.648 -3.150
54 O -0.747 -2.785 3.119
55 H -0.708 -3.101 3.977
56 H 0.055 -2.455 2.709
57 O 2.354 -0.518 2.858
58 H 2.280 0.364 2.373
59 H 3.106 -0.535 3.432
60 H 2.417 -0.999 0.711
61 H 0.273 0.264 -0.613

=====

# 2
Computed, not measured: a single CH4SSi molecule in a non-equilibrium geometry, with wB97M-V/def2-TZVPD.

The gap between HOMO and LUMO (spin up / spin down) is 4.88 / 5.08 eV. As for the calculated total energy: -19810.3334 eV. The LUMO energy (spin up / spin down) is -3.33 / -3.25 eV. The relative energy (zero: lowest compared OMol25 entry of this formula, charge and spin) comes out at 350.9 kJ/mol. The value obtained for the strongest force on any atom is 0.0400 hartree/bohr.

Cartesian coordinates (Å):
1 C -0.472 -0.779 -0.058
2 Si 0.898 0.501 0.062
3 S 2.981 -0.188 -0.074
4 H -1.211 -0.994 0.791
5 H 0.854 1.116 -1.288
6 H -0.330 -1.586 -0.749
7 H 0.967 0.994 1.485

=====

# 3
Computed, not measured: 8 unconnected molecules or ions with the total composition C22H32Cl8F2N2O2 in a non-equilibrium geometry, with wB97M-V/def2-TZVPD.

Its net charge is -1. The gap between HOMO and LUMO (spin up / spin down) is 1.41 / 6.37 eV. As for the calculated total energy: -136021.5002 eV. Its spin multiplicity is 2. As for the expectation value of S²: 0.757. The LUMO energy (spin up / spin down) is 1.95 / 1.91 eV. The value obtained for the strongest force on any atom is 0.0659 hartree/bohr.

Cartesian coordinates (Å):
1 C 3.708 -0.845 0.290
2 C 3.375 -0.081 -0.959
3 O 2.877 -0.633 -1.931
4 N 3.511 1.214 -0.906
5 C 3.218 2.026 -2.075
6 H 3.200 -1.807 0.353
7 H 3.375 -0.248 1.139
8 H 4.770 -1.083 0.342
9 H 4.024 1.620 -0.136
10 H 2.344 2.552 -1.689
11 H 2.967 1.575 -3.035
12 H 4.115 2.627 -2.225
13 C -0.698 4.850 -1.300
14 C -0.813 4.039 -2.485
15 O 0.183 3.683 -3.076
16 N -2.065 3.634 -2.742
17 C -2.438 2.868 -3.950
18 H -0.744 4.331 -0.343
19 H -1.474 5.616 -1.291
20 H 0.235 5.401 -1.188
21 H -2.779 3.928 -2.091
22 H -1.748 2.049 -4.150
23 H -2.508 3.502 -4.834
24 H -3.447 2.482 -3.801
25 C 0.720 -4.629 -5.141
26 Cl 0.490 -3.103 -4.305
27 Cl -0.537 -4.987 -6.326
28 H 1.688 -4.535 -5.633
29 H 0.737 -5.509 -4.497
30 C -1.359 -4.262 -1.175
31 Cl -2.584 -3.771 -0.002
32 Cl -0.455 -5.693 -0.623
33 H -1.790 -4.600 -2.117
34 H -0.681 -3.416 -1.291
35 C -3.712 -1.011 1.371
36 Cl -4.116 0.280 0.152
37 Cl -4.075 -0.417 2.976
38 H -4.326 -1.903 1.249
39 H -2.650 -1.199 1.210
40 C -0.325 -0.295 -2.099
41 Cl -0.538 -0.262 -0.402
42 Cl -1.763 -1.079 -2.798
43 H -0.202 0.741 -2.416
44 H 0.536 -0.931 -2.305
45 F -0.758 -2.362 4.939
46 C 0.104 -2.746 3.971
47 C -0.136 -2.395 2.681
48 C 0.677 -2.929 1.633
49 C 1.819 -3.689 1.940
50 C 2.121 -3.920 3.307
51 C 1.264 -3.465 4.270
52 H -1.006 -1.784 2.488
53 H 0.524 -2.709 0.587
54 H 2.329 -4.274 1.189
55 H 3.079 -4.362 3.537
56 H 1.543 -3.639 5.299
57 F -1.902 4.755 5.132
58 C -1.361 3.923 4.189
59 C 0.058 3.554 4.264
60 C 0.611 2.657 3.365
61 C -0.248 2.068 2.408
62 C -1.697 2.281 2.445
63 C -2.207 3.271 3.331
64 H 0.678 3.953 5.053
65 H 1.671 2.451 3.383
66 H 0.211 1.351 1.744
67 H -2.363 1.787 1.753
68 H -3.260 3.508 3.347

=====

# 4
Computed, not measured: a molecular structure, C18H14BrN4O2Sm in a non-equilibrium geometry, with wB97M-V/def2-TZVPD.

Its net charge is +2. The gap between HOMO and LUMO (spin up / spin down) is 7.38 / 7.94 eV. As for the calculated total energy: -116881.0026 eV. Its spin multiplicity is 6. As for the expectation value of S²: 8.760. The LUMO energy (spin up / spin down) is -8.00 / -7.44 eV. The relative energy (zero: lowest compared OMol25 entry of this formula, charge and spin) comes out at 0.0 kJ/mol. The value obtained for the strongest force on any atom is 0.0834 hartree/bohr.

Cartesian coordinates (Å):
1 Sm -0.768 -0.787 -1.142
2 O -1.839 1.053 2.664
3 C -1.375 0.454 1.691
4 N -1.515 0.778 0.380
5 C -2.233 1.864 -0.048
6 O -2.783 2.833 0.534
7 C -2.559 1.789 -1.514
8 C -3.158 2.903 -2.111
9 C -3.409 2.920 -3.491
10 C -3.085 1.811 -4.240
11 C -2.532 0.727 -3.608
12 N -2.152 0.769 -2.315
13 C -0.749 -0.864 1.925
14 C -0.182 -1.132 3.139
15 C 0.423 -2.380 3.360
16 C 0.324 -3.401 2.458
17 C -0.242 -3.039 1.197
18 N -0.630 -1.840 0.908
19 H -3.496 3.744 -1.471
20 H -4.044 3.706 -3.824
21 H -3.243 1.762 -5.327
22 H -2.299 -0.227 -4.113
23 H -0.322 -0.331 3.880
24 H 0.936 -2.552 4.277
25 H 0.563 -4.451 2.714
26 H -0.394 -3.782 0.442
27 C 3.735 1.435 1.384
28 C 3.067 0.337 0.632
29 C 3.434 -1.041 0.776
30 C 2.906 -1.959 -0.109
31 C 1.955 -1.502 -1.024
32 Br 1.205 -2.742 -2.352
33 N 1.486 -0.222 -1.074
34 C 2.169 0.722 -0.311
35 H 4.191 1.133 2.332
36 H 3.059 2.276 1.600
37 H 4.444 1.927 0.700
38 H 4.149 -1.407 1.536
39 H 3.062 -3.036 0.092
40 H 1.901 1.753 -0.544

=====

# 5
Computed, not measured: a molecular structure, C4H10OS in a non-equilibrium geometry, with wB97M-V/def2-TZVPD.

The gap between HOMO and LUMO is 9.86 eV. As for the calculated total energy: -17190.0417 eV. The LUMO energy is 0.66 eV. The relative energy (zero: lowest compared OMol25 entry of this formula, charge and spin) comes out at 268.6 kJ/mol. The value obtained for the strongest force on any atom is 0.1136 hartree/bohr.

Cartesian coordinates (Å):
1 C -1.196 -0.589 0.225
2 C 0.259 1.406 0.614
3 C 0.380 0.263 -1.854
4 C 0.181 -0.031 0.026
5 O 1.185 -0.907 0.397
6 S 1.055 -1.335 2.026
7 H -1.287 -1.465 -0.348
8 H -1.345 -0.873 1.353
9 H -2.047 0.138 -0.165
10 H 1.041 1.977 0.221
11 H 0.522 1.370 1.685
12 H -0.674 1.700 0.401
13 H 0.404 -0.687 -2.249
14 H -0.438 0.816 -2.028
15 H 1.256 0.811 -2.106
16 H 0.704 -2.591 1.802

=====

# 6
Computed, not measured: a single C5H7NO molecule in a non-equilibrium geometry, with wB97M-V/def2-TZVPD.

The gap between HOMO and LUMO (spin up / spin down) is 8.62 / 8.62 eV. As for the calculated total energy: -8832.6988 eV. The LUMO energy (spin up / spin down) is -0.31 / -0.31 eV. The relative energy (zero: lowest compared OMol25 entry of this formula, charge and spin) comes out at 338.1 kJ/mol. The value obtained for the strongest force on any atom is 0.0568 hartree/bohr.

Cartesian coordinates (Å):
1 C -2.481 -0.551 0.032
2 C 1.055 -0.515 0.796
3 C 1.192 -0.501 -0.711
4 C -0.952 1.139 -0.107
5 C -0.006 0.014 -0.059
6 N -2.341 0.712 0.076
7 O -1.560 -1.426 -0.099
8 H -3.502 -0.922 0.127
9 H 0.913 -1.475 1.267
10 H 1.608 0.192 1.402
11 H 1.839 0.222 -1.192
12 H 1.144 -1.450 -1.223
13 H -0.742 1.852 0.699
14 H -0.894 1.655 -1.076

=====

# 7
Computed, not measured: 2 unconnected molecules or ions with the total composition C4H12O, with wB97M-V/def2-TZVPD.

The gap between HOMO and LUMO is 12.32 eV. As for the calculated total energy: -6390.0962 eV. The LUMO energy is 0.91 eV. The relative energy (zero: lowest compared OMol25 entry of this formula, charge and spin) comes out at 2.4 kJ/mol. The value obtained for the strongest force on any atom is 0.0136 hartree/bohr. Its SMILES is CCCC.O.

Cartesian coordinates (Å):
1 C -0.966 1.515 -1.150
2 C -0.682 0.260 -0.348
3 C 0.035 0.495 0.971
4 C 0.057 -0.737 1.864
5 H -1.738 1.316 -1.900
6 H -0.114 1.835 -1.738
7 H -1.346 2.306 -0.505
8 H -0.099 -0.435 -0.959
9 H -1.625 -0.247 -0.144
10 H -0.493 1.296 1.503
11 H 1.067 0.862 0.850
12 H -0.940 -1.134 2.082
13 H 0.561 -0.502 2.801
14 H 0.649 -1.531 1.432
15 O 2.031 -1.938 -1.909
16 H 1.316 -2.266 -1.355
17 H 2.285 -1.094 -1.494

=====

# 8
Computed, not measured: 11 unconnected molecules or ions with the total composition C44H108F12N9O27P2S12 in a non-equilibrium geometry, with wB97M-V/def2-TZVPD.

The gap between HOMO and LUMO (spin up / spin down) is 7.68 / 4.04 eV. As for the calculated total energy: -297264.4872 eV. Its spin multiplicity is 2. As for the expectation value of S²: 0.763. The LUMO energy (spin up / spin down) is -1.41 / -5.06 eV. The value obtained for the strongest force on any atom is 0.2418 hartree/bohr.

Cartesian coordinates (Å):
1 C 25.724 2.376 -5.658
2 C 25.310 0.960 -6.168
3 C 24.637 0.178 -4.970
4 O 24.463 -1.262 -5.292
5 C 23.070 -1.669 -5.375
6 N 24.386 1.061 -7.430
7 H 23.799 0.257 -7.604
8 H 23.700 1.801 -7.389
9 H 24.964 1.372 -8.198
10 H 26.350 2.401 -4.765
11 H 24.920 3.053 -5.371
12 H 26.405 2.869 -6.352
13 H 26.171 0.421 -6.563
14 H 23.724 0.604 -4.555
15 H 25.511 0.036 -4.335
16 H 22.524 -0.926 -5.956
17 H 22.585 -1.830 -4.412
18 H 23.144 -2.594 -5.946
19 C 21.124 0.844 -12.040
20 C 21.437 2.083 -11.133
21 C 20.130 2.709 -10.591
22 O 19.443 3.369 -11.662
23 C 19.975 4.596 -12.057
24 N 22.472 1.624 -10.080
25 H 22.593 2.153 -9.228
26 H 22.385 0.657 -9.800
27 H 23.428 1.658 -10.405
28 H 22.017 0.551 -12.594
29 H 20.320 1.112 -12.725
30 H 20.742 0.050 -11.399
31 H 22.009 2.901 -11.571
32 H 20.298 3.292 -9.686
33 H 19.482 1.903 -10.246
34 H 19.307 5.225 -12.644
35 H 20.770 4.367 -12.767
36 H 20.401 5.207 -11.261
37 C 26.841 6.962 -3.963
38 C 27.291 5.923 -4.977
39 C 27.703 6.581 -6.344
40 O 26.670 7.340 -6.967
41 C 26.742 7.069 -8.367
42 N 28.329 4.977 -4.344
43 H 29.194 5.489 -4.238
44 H 28.002 4.648 -3.447
45 H 28.549 4.160 -4.896
46 H 25.950 7.366 -4.444
47 H 27.466 7.848 -3.843
48 H 26.582 6.483 -3.019
49 H 26.415 5.309 -5.185
50 H 28.097 5.795 -6.988
51 H 28.490 7.330 -6.256
52 H 26.245 6.126 -8.592
53 H 27.748 7.111 -8.784
54 H 26.192 7.758 -9.008
55 C 17.809 8.567 2.577
56 C 19.287 8.433 2.339
57 C 20.079 7.392 3.055
58 C 21.646 7.595 2.986
59 P 22.536 6.296 2.067
60 C 21.956 4.672 2.576
61 C 22.368 4.418 4.052
62 C 21.508 3.365 4.736
63 C 22.191 3.108 6.074
64 C 24.324 6.498 2.503
65 C 25.059 7.773 1.836
66 C 25.150 8.956 2.786
67 C 25.923 10.216 2.250
68 C 22.156 6.474 0.308
69 C 22.506 5.350 -0.627
70 C 22.908 5.892 -2.019
71 C 23.557 4.727 -2.767
72 H 17.516 9.477 2.054
73 H 17.519 8.746 3.612
74 H 17.390 7.640 2.185
75 H 19.765 9.378 2.598
76 H 19.389 8.471 1.255
77 H 19.831 6.364 2.790
78 H 19.893 7.545 4.118
79 H 22.023 7.659 4.006
80 H 21.988 8.491 2.467
81 H 22.382 3.843 2.009
82 H 20.887 4.501 2.446
83 H 22.471 5.363 4.586
84 H 23.400 4.083 4.151
85 H 21.364 2.408 4.233
86 H 20.457 3.649 4.775
87 H 21.486 2.616 6.745
88 H 22.474 3.963 6.688
89 H 22.932 2.362 5.787
90 H 24.668 5.482 2.312
91 H 24.333 6.606 3.588
92 H 24.635 8.006 0.859
93 H 26.021 7.316 1.607
94 H 25.513 8.640 3.764
95 H 24.198 9.396 3.085
96 H 25.843 10.234 1.164
97 H 26.972 10.240 2.548
98 H 25.622 11.138 2.748
99 H 22.610 7.424 0.025
100 H 21.094 6.697 0.198
101 H 21.697 4.635 -0.777
102 H 23.334 4.771 -0.216
103 H 23.580 6.751 -2.006
104 H 22.073 6.145 -2.671
105 H 24.408 4.207 -2.326
106 H 23.795 4.986 -3.798
107 H 22.811 3.953 -2.953
108 C 15.802 -0.142 -7.710
109 C 16.984 -0.365 -6.800
110 C 16.675 0.042 -5.371
111 C 17.938 0.114 -4.428
112 P 17.606 1.040 -2.837
113 C 16.045 0.367 -2.081
114 C 15.937 -1.221 -1.882
115 C 15.086 -1.671 -0.699
116 C 13.614 -1.700 -1.055
117 C 19.050 1.152 -1.800
118 C 20.352 0.885 -2.559
119 C 21.635 1.138 -1.619
120 C 21.726 0.052 -0.483
121 C 17.238 2.778 -3.269
122 C 17.557 3.430 -4.681
123 C 17.147 4.960 -4.599
124 C 17.270 5.704 -5.968
125 H 15.470 0.870 -7.942
126 H 14.929 -0.762 -7.505
127 H 16.139 -0.527 -8.673
128 H 17.863 0.147 -7.193
129 H 17.287 -1.412 -6.847
130 H 15.892 -0.616 -4.994
131 H 16.216 1.027 -5.289
132 H 18.617 0.660 -5.083
133 H 18.250 -0.907 -4.210
134 H 15.225 0.790 -2.661
135 H 16.267 0.831 -1.121
136 H 16.950 -1.583 -1.706
137 H 15.652 -1.857 -2.719
138 H 15.242 -1.064 0.192
139 H 15.418 -2.636 -0.316
140 H 13.624 -2.450 -1.846
141 H 13.192 -0.735 -1.335
142 H 12.912 -2.157 -0.357
143 H 18.790 0.517 -0.954
144 H 19.144 2.131 -1.331
145 H 20.440 1.720 -3.254
146 H 20.512 0.024 -3.208
147 H 21.754 2.176 -1.308
148 H 22.511 1.105 -2.268
149 H 22.701 0.124 0.000
150 H 21.501 -0.948 -0.853
151 H 20.964 0.343 0.241
152 H 17.630 3.362 -2.436
153 H 16.178 2.870 -3.032
154 H 17.021 2.932 -5.489
155 H 18.594 3.396 -5.015
156 H 17.788 5.485 -3.891
157 H 16.134 5.094 -4.221
158 H 16.614 5.279 -6.729
159 H 18.279 5.528 -6.341
160 H 17.114 6.782 -5.925
161 N 27.849 3.995 -1.680
162 S 27.430 4.896 -0.531
163 O 27.858 4.674 0.847
164 O 26.136 5.493 -0.734
165 F 28.381 6.115 -0.868
166 S 27.164 2.618 -0.989
167 O 25.898 2.756 -0.292
168 O 28.150 1.637 -0.519
169 F 26.586 1.885 -2.305
170 N 22.518 -0.908 -8.790
171 S 23.269 -2.183 -9.189
172 O 23.455 -2.330 -10.604
173 O 23.252 -3.449 -8.434
174 F 24.715 -1.697 -8.702
175 S 20.928 -1.566 -8.792
176 O 20.437 -2.073 -7.437
177 O 20.654 -2.368 -9.959
178 F 20.085 -0.193 -9.015
179 N 22.412 3.030 -7.459
180 S 22.683 4.699 -7.379
181 O 23.494 5.170 -6.282
182 O 21.614 5.468 -7.974
183 F 23.821 4.707 -8.537
184 S 21.258 3.010 -6.515
185 O 19.883 3.228 -7.113
186 O 21.490 3.443 -5.079
187 F 21.224 1.390 -6.318
188 N 25.410 1.617 -10.243
189 S 26.487 2.900 -10.150
190 O 26.094 4.173 -10.813
191 O 27.876 2.587 -10.074
192 F 26.155 3.210 -8.604
193 S 26.086 0.914 -11.420
194 O 26.977 -0.163 -11.174
195 O 26.415 1.714 -12.597
196 F 24.812 0.115 -11.815
197 N 29.294 2.476 -5.155
198 S 29.311 0.810 -4.824
199 O 30.582 0.129 -4.868
200 O 28.173 0.017 -5.291
201 F 28.969 0.808 -3.278
202 S 29.911 2.258 -6.547
203 O 29.059 1.691 -7.584
204 O 31.320 2.041 -6.633
205 F 29.694 3.765 -7.088
206 N 22.141 -6.662 -4.793
207 S 23.444 -7.839 -4.794
208 O 24.351 -7.898 -3.671
209 O 23.846 -8.375 -6.119
210 F 22.417 -8.912 -4.246
211 S 22.880 -5.694 -5.560
212 O 22.601 -5.816 -7.001
213 O 24.271 -5.305 -5.050
214 F 21.904 -4.480 -5.220